{"formula": "C4H7N", "method": "ωB97M-V/def2-TZVPD", "total_energy_ha": -211.25212, "smiles": "[H]/N=C\\C=C\\C", "de_lowest_kj_mol": 285.0, "orbital_gap_ev": [9.290, 9.291], "species": ["C", "C", "C", "C", "N", "H", "H", "H", "H", "H", "H", "H"], "coordinates": [[1.0593, -0.6883, -1.1939], [-1.2929, 0.6544, 1.1749], [-0.7485, -0.4955, 0.6006], [0.4961, -0.1138, 0.0668], [-0.6123, 1.7756, 0.8623], [-0.5278, 1.8804, -0.1471], [-1.9837, 0.6516, 2.0211], [-1.2610, -1.4333, 0.4229], [1.2247, 0.3332, 0.7342], [0.2817, -0.9414, -1.9185], [1.5943, -1.6170, -0.9589], [1.7700, -0.0060, -1.6645]], "forces_ev_per_a": [[-0.026, -0.397, 0.009], [1.617, 0.973, 0.722], [0.351, 0.749, -1.205], [-0.235, -1.691, 0.176], [-2.274, 0.037, 0.442], [0.583, -0.543, 0.200], [0.178, 0.128, -0.011], [0.015, 0.029, -0.291], [-0.379, 0.582, -0.159], [0.065, 0.094, 0.098], [0.127, 0.083, -0.067], [-0.022, -0.044, 0.085]]}